[1]
{
  "formula": "C24H47FN17O11P",
  "method": "ωB97M-V/def2-TZVPD",
  "de_lowest_kj_mol": 0.00,
  "energy_ha": -3142.7518,
  "e_lumo_ev": -0.4,
  "gap_ev": 6.893,
  "elements": ["C", "H", "H", "H", "H", "C", "O", "H", "C", "H", "H", "H", "N", "H", "O", "H", "N", "H", "H", "C", "H", "H", "N", "H", "H", "N", "C", "H", "H", "N", "N", "N", "H", "C", "C", "O", "H", "H", "C", "O", "N", "H", "H", "H", "C", "N", "H", "C", "O", "C", "H", "H", "C", "O", "H", "H", "H", "C", "P", "O", "C", "O", "N", "N", "C", "C", "O", "N", "N", "N", "C", "H", "H", "H", "C", "C", "H", "C", "O", "N", "H", "H", "N", "F", "H", "O", "C", "C", "H", "H", "H", "H", "C", "H", "H", "H", "C", "N", "H", "H", "H"],
  "xyz": [[-2.976086, -2.701429, 0.580411], [-0.808524, 3.529583, -0.036134], [-1.238340, -5.308605, -2.281190], [2.506739, 2.376683, -2.919748], [-3.690381, -2.998893, -0.183806], [0.002446, 1.880444, -2.768166], [-0.806215, 6.083254, 0.553594], [5.334695, -2.027305, 3.342490], [-0.953130, 6.920994, -0.327498], [0.229336, 7.408892, -4.830121], [-0.886893, -2.540111, 0.899887], [1.479648, -4.929882, 0.909235], [6.623424, -4.134479, -2.813250], [-2.135434, -5.153178, 0.131194], [-0.365360, -3.001940, 3.306767], [2.940664, -5.769578, -1.214701], [0.472649, 2.065798, 0.721866], [-2.635872, 7.772460, 0.422795], [1.315750, 2.856298, -4.721805], [-0.452631, 0.917239, -3.675342], [-4.867924, -4.699928, 6.853636], [-0.989667, -4.760036, 1.400725], [-4.046345, 11.275820, 0.842935], [-1.538225, -3.982971, 5.906618], [8.084100, -5.685234, -1.424454], [6.076549, -2.624159, 3.655311], [-2.388008, 0.856212, 0.027758], [7.015657, -2.424991, 3.369439], [-0.601781, -5.201234, 4.411543], [-0.251276, 5.155863, -7.067059], [-0.085454, 7.003668, -1.383269], [-5.898809, 9.893384, 0.874415], [7.598233, -3.953762, -2.954889], [1.879412, -5.574330, -1.182998], [6.144923, -5.103408, -1.972563], [-2.420297, 1.548660, 1.007952], [1.286299, 1.537841, 0.425493], [-0.181296, 7.663923, -2.129624], [-0.193110, 6.425180, -6.547158], [4.587542, -3.896477, 4.797698], [0.180989, 6.495239, -5.236791], [-6.324298, 10.439982, 1.597944], [-1.262078, -2.732011, -0.809015], [2.649841, -3.919245, 3.800554], [-1.252644, -4.552658, 0.364000], [-3.252665, -0.279310, -0.172505], [-4.020500, -1.131352, 1.596094], [-1.959433, 0.076722, -2.107519], [4.954584, -5.303901, -1.824970], [-1.435907, -0.006600, -3.386336], [-0.523956, 5.067046, -8.027093], [6.559679, -5.236172, 5.464670], [-3.034762, -0.750510, -1.484464], [-1.815259, -0.931743, -4.307652], [-5.015262, -6.048740, 5.781689], [-2.849383, -3.515925, 6.926395], [1.153444, -5.993285, -3.280483], [-0.023951, 2.876658, -0.413754], [1.313397, 2.996328, -3.330455], [-2.732645, -5.924689, 4.849421], [-3.185385, -5.170063, 5.697608], [1.176344, 4.424924, -2.942270], [-4.464464, -5.303884, 6.164114], [7.099619, -5.831244, -1.312871], [-1.537025, 1.020819, -1.193191], [-0.523284, 1.933271, -1.470652], [-4.183186, 9.488836, -0.545848], [-2.472570, -4.139927, 6.239659], [1.870513, -3.357171, 3.499837], [-0.154887, -5.004838, -0.468703], [5.740080, -3.673943, 4.461120], [6.777184, -6.551466, -0.694710], [0.789047, 3.486144, -0.807378], [-6.382718, 9.090973, 0.517724], [-1.541504, -3.061354, 0.194702], [-0.279398, -5.342900, -1.789487], [-2.123424, 8.505755, -1.040662], [0.566903, -3.707461, 3.671456], [-0.458242, 7.408704, -7.215099], [6.779026, -4.459149, 4.870475], [-2.284314, -0.952773, 1.605543], [5.945174, -3.590600, -3.312412], [0.355668, -4.910077, 4.285466], [0.091003, 0.872244, -4.898351], [-4.433764, 11.850757, 1.565943], [-3.661403, -1.613884, -2.042511], [1.154960, -5.145292, -0.096935], [0.962370, -5.694147, -2.262762], [0.659585, 6.330646, -1.416402], [-2.640842, -0.655148, -4.720995], [1.098563, -5.500485, 4.608606], [-3.146337, 11.505109, 0.465887], [-3.127779, -1.242273, 0.980506], [2.048917, -2.478130, 3.053430], [7.732560, -4.295461, 4.611145], [-0.042622, 4.331680, -6.537949], [-4.677635, 10.176778, 0.332963], [-1.974625, 7.818122, -0.327495], [0.407671, 5.693552, -4.674015], [0.782710, 2.691683, 1.455334], [-3.218686, -3.274426, 1.481464]],
  "forces_ev_per_angstrom": [[0.323, -0.166, 0.292], [-0.053, 0.059, -0.144], [-0.002, 0.027, 0.023], [0.018, -0.041, -0.034], [-0.038, 0.026, -0.022], [0.273, -0.236, -0.165], [-0.016, -0.022, 0.013], [-0.006, 0.007, 0.001], [0.051, -0.061, -0.060], [0.019, 0.024, -0.025], [0.089, 0.056, -0.141], [-0.111, 0.024, 0.024], [0.016, 0.028, 0.032], [0.019, 0.014, -0.099], [-0.057, 0.100, -0.033], [-0.187, 0.069, 0.045], [-0.014, 0.019, -0.203], [-0.072, -0.005, -0.048], [0.121, -0.309, -0.031], [0.157, 0.207, 0.182], [0.009, 0.019, -0.005], [-0.087, 0.039, 0.052], [-0.008, -0.006, -0.017], [-0.023, 0.088, -0.063], [0.001, -0.001, -0.029], [-0.023, -0.024, 0.019], [-0.350, 0.411, 0.376], [0.008, -0.013, 0.002], [-0.081, -0.269, -0.154], [0.018, -0.001, -0.018], [0.105, 0.028, 0.136], [0.002, 0.002, -0.004], [0.007, -0.021, -0.005], [-0.066, -0.010, -0.097], [-0.016, -0.022, -0.046], [0.000, -0.374, -0.365], [0.043, 0.015, 0.023], [-0.087, 0.007, 0.009], [-0.004, 0.007, 0.052], [-0.057, -0.056, -0.085], [-0.020, -0.081, -0.093], [0.011, 0.010, 0.005], [-0.178, -0.103, -0.108], [0.063, 0.146, 0.141], [0.071, -0.025, -0.141], [1.883, -0.091, 0.061], [-0.018, 0.067, -0.049], [-0.055, 0.132, 0.037], [0.224, 0.017, -0.016], [-0.390, -0.045, 0.183], [-0.007, 0.012, -0.007], [-0.013, -0.002, 0.005], [-0.573, -0.061, -0.157], [0.185, 0.058, -0.188], [0.007, -0.008, -0.014], [-0.034, 0.019, -0.026], [0.159, -0.060, 0.042], [0.752, -0.429, 0.531], [-0.287, 0.585, 0.106], [0.278, 0.124, 0.055], [-0.125, 0.109, -0.015], [0.068, 0.021, -0.037], [0.011, -0.029, 0.022], [0.012, 0.033, 0.043], [-0.086, -0.058, -0.044], [-0.391, 0.171, -0.068], [-0.054, 0.110, 0.018], [0.053, -0.153, 0.031], [-0.047, -0.094, -0.125], [-0.128, -0.227, -0.115], [0.060, 0.000, -0.006], [-0.020, -0.013, -0.012], [-0.288, 0.297, -0.175], [0.006, -0.006, -0.012], [0.152, 0.205, 0.418], [0.235, 0.052, 0.116], [-0.143, -0.018, -0.003], [0.094, -0.123, 0.055], [0.002, -0.004, -0.013], [-0.012, -0.003, -0.001], [0.072, 0.166, -0.137], [-0.018, -0.014, -0.006], [-0.159, 0.106, 0.122], [0.093, -0.001, -0.223], [-0.012, -0.010, 0.007], [0.073, -0.015, 0.138], [0.088, -0.018, -0.057], [-0.245, 0.058, 0.011], [-0.069, -0.082, -0.147], [-0.116, -0.192, 0.090], [0.033, 0.014, -0.034], [0.009, -0.008, -0.004], [-1.304, -0.187, 0.026], [-0.034, 0.023, 0.006], [0.000, 0.020, -0.002], [-0.013, 0.007, 0.024], [-0.031, 0.018, 0.005], [0.306, -0.095, 0.055], [0.050, 0.016, 0.203], [-0.105, -0.013, 0.076], [0.003, 0.033, 0.015]]
}

=====

[2]
{
  "formula": "C24H48Cl6N3O7P",
  "method": "ωB97M-V/def2-TZVPD",
  "energy_ha": -4736.7927,
  "e_lumo_ev": 0.3,
  "gap_ev": 9.194,
  "elements": ["C", "C", "H", "C", "C", "H", "H", "H", "C", "H", "C", "H", "H", "P", "H", "H", "Cl", "O", "C", "Cl", "H", "H", "H", "H", "H", "H", "H", "C", "H", "C", "O", "C", "C", "C", "H", "H", "H", "C", "H", "H", "H", "H", "Cl", "C", "H", "H", "H", "N", "C", "C", "Cl", "H", "C", "H", "H", "H", "H", "C", "H", "H", "H", "H", "C", "H", "H", "O", "O", "Cl", "H", "H", "H", "H", "C", "H", "C", "H", "H", "H", "O", "O", "N", "C", "N", "C", "O", "H", "Cl", "C", "H"],
  "xyz": [[-14.571646, 18.247265, -15.132823], [-18.228071, 20.797099, -19.479283], [-15.147102, 18.328441, -17.216446], [-14.577372, 18.897881, -16.487217], [-16.853831, 17.901797, -9.690618], [-23.781043, 15.261211, -13.521373], [-15.464942, 17.629956, -15.015849], [-16.121832, 20.316510, -11.789800], [-20.227328, 23.855773, -15.106272], [-16.256207, 16.996782, -9.800327], [-23.987600, 23.701590, -12.010776], [-15.137808, 18.971103, -11.754971], [-25.319366, 23.422049, -14.632189], [-22.269362, 22.557664, -13.810111], [-22.524579, 14.397613, -14.441284], [-24.151786, 24.782284, -11.897179], [-19.410083, 18.290738, -16.909283], [-15.004815, 20.802281, -9.360975], [-15.549307, 19.813580, -9.749860], [-23.123974, 13.287329, -12.410036], [-23.139285, 23.553157, -11.344713], [-20.917928, 15.061111, -12.517453], [-20.600629, 22.183874, -18.581807], [-20.511670, 19.397459, -15.095153], [-18.908348, 21.256511, -14.757759], [-22.193684, 16.080657, -11.934233], [-22.542949, 20.028500, -11.126663], [-19.179570, 21.725227, -20.146308], [-24.882577, 23.217556, -11.612600], [-17.162961, 18.601980, -10.985380], [-22.409436, 21.752107, -15.053231], [-15.917795, 19.450551, -11.156439], [-22.929925, 20.662997, -11.917978], [-17.871315, 15.212765, -15.999147], [-18.788008, 19.937814, -19.098418], [-24.895434, 24.960054, -14.016613], [-17.412273, 17.855293, -11.737462], [-22.839646, 14.723892, -13.454119], [-19.920113, 23.617646, -19.303721], [-18.819218, 22.276032, -21.017115], [-18.039222, 19.240264, -10.856209], [-17.708451, 17.726561, -9.040363], [-16.640129, 14.085820, -16.677302], [-19.091476, 14.541879, -15.389956], [-17.390577, 15.767649, -15.197498], [-20.673900, 20.269843, -13.184588], [-23.907807, 24.214263, -15.332407], [-20.991296, 23.654865, -13.874926], [-13.053446, 18.938467, -16.781447], [-13.343175, 17.356147, -15.121871], [-18.803975, 13.861904, -13.739858], [-13.558948, 16.381113, -15.565984], [-18.581470, 20.343636, -15.255178], [-19.884197, 25.167155, -12.806710], [-18.164205, 15.835038, -16.835075], [-19.433620, 13.700925, -15.985289], [-19.618764, 24.755274, -15.173102], [-19.669298, 22.610315, -18.971722], [-20.932883, 23.825079, -15.936074], [-23.836144, 21.167185, -11.585143], [-17.416996, 20.292615, -20.002473], [-19.851013, 15.313394, -15.286400], [-20.588508, 21.017403, -12.383940], [-21.552950, 24.916752, -12.312800], [-20.267531, 20.404298, -16.497361], [-12.414893, 18.120485, -15.912357], [-16.670063, 21.596107, -17.713529], [-21.431778, 16.935297, -13.974214], [-23.220056, 20.008950, -12.751594], [-20.309809, 23.775050, -11.861886], [-20.072797, 21.237794, -20.546929], [-17.787638, 20.743983, -15.886372], [-19.787754, 19.661244, -15.858216], [-14.812684, 19.961680, -16.510281], [-17.691769, 21.613769, -18.313141], [-19.501695, 23.047543, -15.241006], [-12.942964, 17.168591, -14.129294], [-14.487403, 18.949005, -14.302600], [-18.639414, 22.558599, -18.018434], [-16.037759, 18.850824, -8.925952], [-21.952178, 21.619210, -12.455479], [-21.780118, 15.637768, -12.840097], [-23.635857, 23.394139, -13.380795], [-20.657170, 24.410703, -12.686404], [-12.473834, 19.521032, -17.637094], [-20.399417, 20.590916, -11.407183], [-17.660856, 19.198103, -14.205712], [-24.447621, 24.044936, -14.405250], [-19.872975, 21.754111, -12.746881]],
  "forces_ev_per_angstrom": [[-1.002, -0.863, 0.827], [0.788, -1.131, 0.639], [0.165, 0.137, -0.251], [1.728, 0.912, 0.157], [0.461, 0.417, 1.352], [-0.049, -0.085, -0.132], [-0.007, 0.206, 0.359], [-0.030, 0.284, 0.475], [-0.057, -1.059, -0.235], [-0.121, -0.076, -0.128], [0.378, 1.115, 0.472], [0.245, -0.399, 0.647], [0.088, -0.116, -0.235], [0.203, -0.480, 0.210], [-0.064, -0.203, 0.035], [-0.234, -0.019, -0.276], [0.061, -0.334, 0.009], [0.231, -0.147, 0.153], [-0.164, -0.077, 0.017], [0.152, 0.327, -0.223], [-0.113, -0.580, -0.006], [0.334, 0.223, -0.524], [0.213, -0.013, 0.334], [0.075, -0.342, -0.016], [-0.168, -0.508, 0.764], [0.010, 0.152, -0.083], [0.309, 0.310, 0.144], [-1.559, 0.520, -0.968], [0.027, -0.296, -0.225], [-0.295, -0.512, 0.215], [0.242, 0.833, 0.042], [-0.467, 0.437, -1.915], [-0.678, 0.291, -1.588], [0.104, -0.585, 0.480], [-0.052, 0.161, 0.492], [0.484, 0.276, -0.018], [0.252, 0.243, -0.284], [0.191, 0.208, 0.190], [0.470, 0.172, 0.315], [0.541, 0.235, 0.418], [0.031, 0.036, -0.046], [-0.079, -0.287, -0.211], [-0.244, 0.015, 0.277], [0.318, -0.163, -0.179], [0.143, 0.335, -0.303], [0.881, -0.614, 0.551], [0.138, 0.099, 0.059], [0.149, -0.064, -0.216], [-0.980, -1.206, -0.244], [-0.243, 0.477, -0.431], [0.162, 0.199, -0.368], [0.248, 0.075, -0.333], [0.687, -0.034, -0.020], [-0.037, -0.058, -0.586], [-0.072, 0.197, 0.130], [-0.139, 0.113, -0.101], [-0.452, 0.357, 0.518], [-0.598, -0.723, -1.236], [0.274, 0.044, -0.200], [0.090, -0.005, 0.141], [0.063, 0.600, -0.429], [-0.110, -0.158, 0.012], [-1.544, 0.436, -2.037], [0.103, 0.155, 0.021], [-0.157, -0.030, 0.059], [0.627, -0.592, 0.320], [0.635, -0.552, 0.336], [0.323, 0.291, -0.183], [-0.166, -0.282, 0.244], [-0.005, -0.090, -0.104], [0.207, -0.329, 0.057], [-0.456, -0.504, -0.695], [0.198, 1.351, -0.419], [-0.735, -0.188, 0.007], [-1.107, 0.561, -0.691], [-0.073, 0.015, -0.242], [0.229, 0.255, -0.019], [-0.221, 0.171, -0.149], [0.401, 0.501, 0.703], [-0.062, 0.023, -0.197], [0.849, 0.524, 1.699], [-0.987, -0.803, 1.007], [0.006, -0.084, 0.232], [-0.441, -0.021, 0.881], [0.259, 0.537, -0.283], [0.175, 0.110, 0.045], [-0.479, 0.444, 0.244], [-0.759, -0.700, 0.208], [0.259, -0.069, 0.531]]
}